A.
11
Properties=species:S:1:pos:R:3 method="wB97M-V/def2-TZVPD" homo_ev=-9.05 charge=0 gap_ev=9.654 spin_multiplicity=1
H -0.21 1.18 -0.04
N -1.31 1.24 -0.60
C -1.78 0.15 -0.03
N -1.29 -0.60 1.05
C 0.10 -0.28 1.33
C 1.26 -0.03 0.55
Cl 1.36 -0.22 -1.13
H -2.62 -0.35 -0.65
H -1.96 -0.56 1.96
H 0.37 -0.04 2.35
H 2.00 0.09 1.32

B.
11
Properties=species:S:1:pos:R:3 method="wB97M-V/def2-TZVPD" homo_ev=-9.38 charge=0 smiles="[H]/N=C(N)/C=C/Cl" gap_ev=9.960 spin_multiplicity=1
H -1.88 1.69 0.07
N -0.86 1.36 0.01
C -0.70 0.11 -0.06
N -1.49 -0.91 0.00
C 0.81 -0.44 -0.08
C 1.80 0.47 -0.08
Cl 3.60 -0.05 0.01
H -2.62 -0.57 0.38
H -1.40 -1.79 -0.47
H 1.12 -1.39 0.41
H 1.62 1.52 -0.19

Short version: A is the least stable of them.

A.
14
Properties=species:S:1:pos:R:3 method="wB97M-V/def2-TZVPD" homo_ev=-9.55 charge=0 gap_ev=8.220 spin_multiplicity=1
C 1.30 1.78 0.04
C 1.02 -0.75 -0.29
C -0.38 -0.52 -0.33
C -1.65 -0.52 -0.34
C -2.87 0.03 0.25
H 0.23 1.85 0.45
H 2.07 1.97 0.74
H 1.20 2.32 -1.10
H 0.54 -2.80 -0.11
H 2.21 -2.43 -0.20
H -2.57 0.97 1.21
N 1.78 0.34 -0.34
N 1.34 -2.03 0.28
O -4.22 -0.19 -0.26

B.
14
Properties=species:S:1:pos:R:3 method="wB97M-V/def2-TZVPD" homo_ev=-8.30 charge=0 smiles=Oc1ncn2c1CC2 gap_ev=8.979 spin_multiplicity=1
O 2.21 -1.04 0.06
C 1.05 -0.32 -0.14
N 1.28 1.06 0.04
C 0.24 1.75 -0.07
N -0.75 0.78 -0.01
C -0.22 -0.54 -0.19
C -1.48 -1.35 -0.06
C -2.17 0.07 0.13
H 2.18 -1.99 0.54
H 0.36 2.81 0.20
H -1.75 -2.12 -0.81
H -1.42 -1.71 0.99
H -2.72 0.43 -0.73
H -2.65 0.32 1.02

Short version: A is the least stable of them.

A.
14
Properties=species:S:1:pos:R:3 method="wB97M-V/def2-TZVPD" homo_ev=-9.51 charge=0 gap_ev=8.100 spin_multiplicity=1
C -1.94 0.27 0.00
C -0.37 0.02 -0.22
C 0.55 1.14 -0.03
C -0.27 -1.36 -0.01
C 1.16 -1.68 -0.09
H -2.17 0.08 1.29
H -1.98 1.37 0.06
H -2.88 -0.36 -0.52
H 0.26 2.28 -0.18
H 2.34 1.66 -0.49
H 2.28 0.01 -0.43
N 1.81 0.76 0.44
N 2.32 -1.89 0.01
O -1.12 -2.30 0.17

B.
14
Properties=species:S:1:pos:R:3 method="wB97M-V/def2-TZVPD" homo_ev=-8.75 charge=0 smiles="O=C=C[C@H]1CC12NN2" gap_ev=9.609 spin_multiplicity=1
O -2.44 1.66 2.39
C -1.61 1.52 1.52
C -0.76 1.18 0.61
C -0.63 -0.26 0.29
C -0.56 -0.59 -1.23
C 0.69 -0.56 -0.42
N 1.97 0.00 -0.24
N 1.72 -1.51 -0.23
H -0.20 1.88 0.12
H -1.08 -0.90 0.90
H -0.74 -1.47 -1.75
H -0.68 0.34 -1.75
H 2.54 0.43 -0.99
H 1.78 -1.72 0.77

Short version: A is the least stable of them.

A.
14
Properties=species:S:1:pos:R:3 method="wB97M-V/def2-TZVPD" homo_ev=-9.43 charge=0 gap_ev=9.578 spin_multiplicity=1
C 1.68 -1.06 -0.24
C -0.79 1.66 -0.29
C -0.72 -1.29 0.35
C 0.36 1.20 0.08
C 0.34 -0.90 -0.56
N 2.77 -0.87 0.14
N -1.88 -1.15 -0.04
O 1.51 1.50 0.52
H -0.89 2.73 0.12
H -1.65 1.14 -0.75
H -0.47 -1.45 1.49
H 0.11 -0.85 -1.71
H -2.48 -1.44 0.64
H 2.12 0.75 0.25

B.
14
Properties=species:S:1:pos:R:3 method="wB97M-V/def2-TZVPD" homo_ev=-8.18 charge=0 smiles="C=C1[C@@H]2[C@H]1N=CN2O" gap_ev=8.824 spin_multiplicity=1
C 0.51 -2.10 -1.33
C 0.16 -1.23 -0.43
C 0.57 -0.01 0.35
C -0.70 -0.75 0.75
N -1.77 0.30 0.75
C -1.24 1.42 0.41
N 0.09 1.32 0.04
O 0.73 2.52 -0.20
H -0.05 -3.02 -1.37
H 1.23 -1.83 -1.97
H 1.54 0.08 0.83
H -0.72 -1.50 1.47
H -1.88 2.27 0.40
H 1.55 2.53 0.31

C.
14
Properties=species:S:1:pos:R:3 method="wB97M-V/def2-TZVPD" homo_ev=-9.20 charge=0 smiles="N#CC1=CNC[C@@H]1O" gap_ev=9.668 spin_multiplicity=1
N 3.12 -0.29 -0.06
C 1.88 -0.10 0.14
C 0.47 -0.25 0.36
C -0.14 -1.26 -0.15
N -1.58 -1.19 -0.41
C -1.93 0.12 0.25
C -0.57 0.87 0.42
O -0.20 1.90 -0.45
H 0.31 -2.15 -0.43
H -2.04 -2.15 -0.04
H -2.23 -0.15 1.25
H -2.81 0.64 -0.24
H -0.37 1.18 1.50
H -0.32 1.48 -1.36

D.
14
Properties=species:S:1:pos:R:3 method="wB97M-V/def2-TZVPD" homo_ev=-9.59 charge=0 smiles=OCc1cccnn1 gap_ev=9.737 spin_multiplicity=1
O -2.79 -0.79 -0.10
C -1.93 0.35 0.04
C -0.41 0.02 0.09
C 0.56 1.05 -0.04
C 1.89 0.55 -0.05
C 2.06 -0.83 -0.02
N 1.07 -1.73 -0.03
N -0.13 -1.28 0.14
H -2.20 -1.51 -0.21
H -2.29 0.85 0.99
H -2.02 1.12 -0.74
H 0.30 2.12 -0.01
H 2.79 1.22 0.03
H 3.10 -1.14 -0.07

Short version: B is the least stable of them.

A.
14
Properties=species:S:1:pos:R:3 method="wB97M-V/def2-TZVPD" homo_ev=-9.73 charge=0 gap_ev=9.393 spin_multiplicity=1
C 0.55 -1.14 -0.97
C -0.13 -0.15 -0.04
C -0.47 1.08 -0.46
C -1.00 1.79 0.73
C -0.48 -0.07 1.55
H 1.01 -0.51 -2.57
H 0.20 -2.19 -0.48
H 1.77 -1.26 -0.79
H -0.31 1.47 -1.40
H -0.81 3.13 0.80
H 0.70 -1.53 1.81
N -1.16 1.21 1.90
N 0.03 -0.82 2.27
O 0.11 -0.99 -2.36

B.
14
Properties=species:S:1:pos:R:3 method="wB97M-V/def2-TZVPD" homo_ev=-8.39 charge=0 smiles="[H]/N=c1/c(=C)[nH]oc1=C" gap_ev=8.267 spin_multiplicity=1
H 2.20 1.20 0.26
N 1.30 1.29 0.71
C 0.55 0.36 0.34
C -0.90 0.32 0.72
C -1.82 1.11 1.31
N -1.46 -0.77 0.02
O -0.48 -1.35 -0.90
C 0.68 -0.74 -0.75
C 1.86 -1.08 -1.30
H -2.88 1.02 1.23
H -1.52 1.86 2.06
H -2.27 -0.76 -0.55
H 1.95 -1.70 -2.10
H 2.79 -0.76 -1.06

C.
14
Properties=species:S:1:pos:R:3 method="wB97M-V/def2-TZVPD" homo_ev=-8.47 charge=0 gap_ev=7.888 spin_multiplicity=1
C 0.01 -0.57 -0.46
C 0.12 -0.19 -1.88
C 0.26 1.25 -1.65
C 0.05 0.64 0.22
C -0.03 0.54 1.62
H 0.63 -2.48 0.13
H -1.41 -2.26 -0.97
H 0.65 -0.99 -2.63
H 0.33 2.04 -2.42
H 0.20 1.29 2.29
H -0.57 -1.46 1.52
N -0.63 -1.84 0.17
N 0.35 1.75 -0.53
O -0.04 -0.69 2.20

D.
14
Properties=species:S:1:pos:R:3 method="wB97M-V/def2-TZVPD" homo_ev=-9.36 charge=0 gap_ev=9.567 spin_multiplicity=1
C -1.59 -0.67 -1.65
C -1.34 -0.50 -0.48
C -1.38 -0.21 0.97
C -0.40 0.35 1.71
C 0.72 1.11 0.98
O 0.91 2.25 1.31
N 1.54 0.54 -0.11
N 1.31 -0.73 -0.83
H -1.82 -1.21 -2.70
H -2.18 -0.85 1.38
H -0.36 0.55 2.84
H 1.93 1.20 -0.81
H 2.19 -1.40 -1.01
H 0.47 -0.43 -1.61

Short version: C is the least stable of them.

A.
25
Properties=species:S:1:pos:R:3 method="wB97M-V/def2-TZVPD" homo_ev=-9.62 charge=0 smiles="C[C@@H]1[C@@H]2C[C@]34C[C@@]3(C2)S(=O)(=O)O[C@@H]14" gap_ev=10.399 spin_multiplicity=1
C -0.31 -2.11 1.19
C -0.26 -1.15 -0.08
C 0.96 -0.15 -0.12
C 0.47 1.02 0.76
C -0.78 1.16 -0.10
C -0.92 2.39 -1.07
C -0.22 1.21 -1.53
C 1.02 0.51 -1.55
S -1.70 0.00 -2.57
O -1.15 -1.17 -3.12
O -2.55 0.76 -3.44
O -2.45 -0.31 -1.15
C -1.47 -0.25 -0.08
H -0.05 -3.16 0.83
H -1.30 -2.09 1.61
H 0.50 -1.95 2.00
H -0.29 -1.84 -1.01
H 1.93 -0.44 0.31
H 0.16 0.60 1.72
H 1.10 1.81 0.94
H -1.73 2.55 -1.75
H -0.38 3.27 -0.85
H 2.01 1.00 -1.87
H 0.98 -0.44 -2.20
H -1.94 -0.35 0.86

B.
25
Properties=species:S:1:pos:R:3 method="wB97M-V/def2-TZVPD" homo_ev=-7.65 charge=0 gap_ev=8.001 spin_multiplicity=1
C -0.43 0.06 -0.94
C 0.77 -0.54 -0.81
C -1.26 0.13 0.21
C 0.41 -1.01 1.50
C 1.48 -0.61 0.50
C -2.59 0.31 0.19
C 1.32 -1.28 -1.97
C 1.86 0.92 0.87
C -3.62 -0.53 2.31
O -0.72 -0.40 1.44
O -0.35 -2.79 3.33
O -3.58 0.24 1.13
S 0.77 -2.30 2.59
H -0.67 0.35 -1.95
H 2.44 -1.13 0.61
H -2.95 0.81 -0.66
H 0.63 -2.14 -2.04
H 2.27 -1.61 -1.79
H 1.30 -0.80 -2.97
H 0.99 1.46 0.39
H 2.64 1.14 0.23
H 1.88 1.04 1.89
H -3.57 0.14 3.25
H -2.75 -1.20 2.41
H -4.42 -1.15 2.46

Short version: B is the least stable of them.